This record from the Open Molecules 2025 dataset describes 8 unconnected molecules or ions with the total composition C51H67FN8O6S at a distorted geometry. The level of theory is wB97M-V/def2-TZVPD.

Output
Net charge: 0
Maximum force: 0.129 hartree/bohr
Total energy: -3370.65735 hartree
E_LUMO: -0.0002 hartree
HOMO level: -0.3208 hartree
SMILES: COCCCCCCCCCC[C@H]1OS(=O)(=O)O[C@]1(F)C[C@@H](O)CN.c1ccncc1.c1ccncc1.c1ccncc1.c1ccncc1.c1ccncc1.c1ccncc1.c1ccncc1
Frontier orbital gap: 8.72 eV

CARTESIAN COORDINATES (ANGSTROEM)
H  1.822  -2.809  8.231
H  -5.625  3.017  -1.327
C  3.992  -5.798  -2.748
H  -2.803  2.322  0.769
C  -6.487  -6.813  1.472
N  -0.819  -3.356  0.122
C  -0.560  -5.623  -0.666
F  -2.813  0.043  -2.899
H  -4.407  0.941  -1.108
H  6.582  -7.624  -0.630
H  -4.930  -0.563  -0.095
C  11.924  1.424  -0.124
C  4.772  -3.064  6.573
C  11.508  0.620  0.933
H  -1.464  2.382  2.106
C  3.821  -3.286  7.564
S  -3.152  3.874  -3.839
C  -5.341  0.306  -0.803
N  3.558  -6.572  -1.729
C  2.584  -2.657  7.475
H  1.025  -0.279  -1.142
H  0.900  -2.381  0.712
C  10.148  0.511  1.178
H  0.514  0.833  0.758
C  5.342  0.904  2.439
H  -3.531  6.125  1.842
H  -3.909  4.005  -0.338
H  7.338  -6.183  -2.528
C  -2.483  1.414  -3.386
O  -3.354  2.884  -5.215
N  9.201  1.143  0.451
C  -5.162  -5.069  0.534
N  3.035  1.427  1.957
O  -3.117  2.578  -2.682
C  5.329  -5.630  -3.072
H  3.211  -5.300  -3.315
H  5.153  -2.006  4.733
O  -4.410  4.707  -3.384
H  2.688  2.699  0.371
H  -4.584  -4.154  0.617
H  -6.013  -7.116  -1.861
C  -5.757  -5.643  1.646
N  2.465  6.359  1.048
H  -0.548  2.373  -4.135
H  -6.798  4.766  0.723
H  8.854  2.416  -1.135
H  4.043  -3.945  8.399
H  -5.653  -5.187  2.624
H  -7.629  -0.107  -3.722
C  -1.327  -4.509  -0.367
H  5.097  3.002  -0.217
H  12.225  0.092  1.550
O  -2.392  4.294  1.715
H  -0.403  0.471  -4.062
C  -0.078  0.178  -1.142
H  -6.969  -7.291  2.320
N  3.251  -1.590  5.414
H  5.745  -3.540  6.614
C  -3.698  4.968  1.791
C  6.281  -6.292  -2.304
H  -0.780  5.504  1.490
H  3.164  8.148  0.298
C  9.635  1.917  -0.567
H  -6.722  1.922  -4.867
C  -6.381  2.806  -0.456
C  -6.595  -7.367  0.200
H  -7.157  -8.278  0.031
H  -7.637  1.309  -2.462
H  0.305  2.897  -0.595
C  2.262  7.598  0.551
H  -2.403  -4.513  -0.516
H  -6.008  3.409  1.804
C  2.348  -1.827  6.390
C  5.865  -7.095  -1.248
H  4.131  -7.822  -0.191
H  1.095  1.719  -2.348
C  -6.114  -0.442  -2.039
C  -6.930  0.554  -3.055
H  0.905  9.160  -0.037
H  -1.106  7.805  0.570
H  6.059  0.375  3.056
H  1.553  4.656  1.770
C  3.469  2.201  0.938
H  5.620  -4.997  -3.903
C  1.363  5.648  1.371
C  -4.810  0.643  -4.833
H  -5.615  2.381  -3.412
O  -1.823  4.640  -3.618
C  4.444  -2.214  5.529
C  -5.999  3.906  0.742
O  -0.454  2.657  -1.219
H  -3.318  2.460  2.592
H  -7.359  0.799  0.267
H  -5.129  0.632  -5.983
C  -3.338  1.435  -4.824
C  0.517  -3.318  0.316
C  -4.535  4.643  0.418
H  2.433  -4.291  0.218
H  6.815  1.816  1.158
C  -5.990  1.463  -4.043
H  -5.750  1.331  1.198
H  1.447  -6.406  -0.681
H  -4.811  5.650  -0.146
H  3.608  0.177  3.495
H  9.774  -0.106  1.989
C  0.069  6.120  1.217
H  -5.352  -1.167  -2.559
H  -2.610  1.004  -5.660
C  10.972  2.086  -0.892
H  -1.022  -6.524  -1.054
C  5.758  1.707  1.382
H  -0.777  -0.679  -1.525
C  -0.107  7.401  0.704
C  -6.289  1.256  0.139
C  3.982  0.795  2.683
C  1.367  -4.378  0.044
C  -0.848  1.409  -3.498
C  4.805  2.369  0.614
N  -5.247  -5.584  -0.713
H  -7.499  2.962  -0.769
H  12.981  1.532  -0.347
C  -0.050  1.528  -2.072
C  -2.528  2.826  1.803
H  -4.712  -0.493  -4.531
C  -5.962  -6.722  -0.850
H  11.263  2.718  -1.723
H  -0.567  -0.494  0.789
C  0.813  -5.553  -0.456
N  -0.386  0.452  0.337
H  1.396  -1.316  6.274
H  -6.936  -1.148  -1.538
H  -4.262  4.662  2.785
C  4.505  -7.204  -1.003
C  1.009  8.158  0.364

Cartesian forces, eV/Å:
0.1 0.0 -0.1
-1.7 -0.7 1.5
-0.4 -0.5 0.6
0.6 1.2 2.0
0.0 0.0 0.0
0.6 -0.7 -0.2
0.3 0.2 0.1
0.2 3.4 0.0
-1.8 -1.3 0.3
-0.1 0.0 0.0
-0.8 1.8 -1.6
0.0 0.0 0.0
-0.2 0.0 0.2
0.0 0.2 -0.2
-2.4 1.1 -0.7
0.0 0.0 0.0
-0.7 3.4 4.7
0.0 -0.6 1.0
1.2 0.0 -0.3
0.3 -0.1 0.0
-2.2 0.8 -0.6
0.1 -0.1 0.0
-0.7 0.4 -0.4
-1.5 -0.8 -0.4
0.0 0.2 -0.3
0.1 -2.2 0.0
-1.0 1.1 1.7
-0.1 0.0 0.0
-0.5 -1.8 -1.8
0.0 0.7 2.6
1.0 0.1 -0.2
0.0 -0.3 -0.9
0.9 0.2 -0.4
1.4 -1.0 -2.4
0.2 -0.1 0.2
0.1 0.0 0.0
0.0 0.0 0.1
4.8 -3.8 -2.7
0.1 0.1 0.0
0.0 0.0 0.1
0.0 0.0 0.1
-0.2 -0.2 -0.1
-0.8 0.4 -0.2
-0.7 -2.0 1.4
1.4 -1.7 0.2
0.1 0.0 0.0
0.0 0.1 -0.1
0.0 0.0 -0.1
1.3 1.2 1.2
0.1 0.8 0.3
-0.1 0.0 0.1
-0.1 0.0 0.0
-1.9 -1.1 0.8
-1.4 1.8 1.2
1.2 -1.4 0.3
0.1 0.1 -0.1
0.3 -0.6 0.8
-0.1 0.1 0.0
-0.2 0.2 -0.8
0.0 0.0 0.0
0.1 0.0 -0.1
-0.1 0.0 0.0
-0.4 -0.5 0.7
1.7 -0.9 1.8
-0.3 0.0 1.4
0.0 0.1 0.2
0.1 0.1 0.0
1.6 -1.8 -1.1
-1.6 -0.7 -1.5
0.2 -0.8 0.3
0.1 -0.1 0.0
0.1 0.9 -2.1
0.5 0.3 -0.7
0.1 0.2 -0.2
0.1 0.0 0.0
-2.4 -0.5 0.2
-0.6 0.1 0.9
0.1 -0.1 -0.3
0.0 -0.1 0.0
0.1 -0.1 0.0
-0.1 0.0 0.0
0.0 0.0 0.0
-0.3 -0.6 0.7
-0.1 -0.1 0.1
0.8 0.5 -0.3
-0.1 1.0 -1.2
-0.4 -1.9 -1.4
-4.8 -3.4 -2.2
-0.8 0.5 -0.1
0.1 0.5 -1.0
1.3 -0.4 -0.6
1.4 1.0 -1.3
2.0 0.8 -0.2
0.8 0.0 2.5
1.8 -1.3 -0.3
-0.8 0.1 -0.1
-1.3 0.3 0.2
-0.1 0.0 0.0
-0.1 -0.1 0.0
-0.9 0.4 0.1
-1.3 -0.3 -2.2
-0.1 0.2 0.0
0.8 -2.1 1.2
0.0 0.0 0.0
0.1 0.0 0.0
-0.1 0.2 0.0
-1.5 1.6 0.7
-1.7 0.6 1.8
0.2 -0.1 0.2
0.0 0.1 0.0
0.1 0.1 0.0
1.1 1.9 0.6
0.1 0.0 0.0
1.0 0.5 -0.3
-0.7 0.2 -0.2
-0.2 -0.2 -0.1
0.3 1.6 0.3
0.1 -0.1 0.2
-0.4 -0.5 0.8
2.2 0.0 0.3
-0.1 0.0 0.0
1.4 -0.1 0.9
0.7 -1.2 -0.2
0.1 2.6 -0.3
0.5 0.8 0.0
-0.1 -0.1 0.1
0.4 1.6 -0.8
-0.1 -0.2 0.1
1.1 -0.9 -0.6
0.1 -0.1 0.0
1.7 1.5 -1.0
1.0 0.4 -2.1
-0.7 0.4 -0.4
-0.2 -0.2 0.1

This record from the Open Molecules 2025 dataset describes a single C15H24N2O4 molecule. The level of theory is wB97M-V/def2-TZVPD.

Output
Net charge: 0
Maximum force: 0.014 hartree/bohr
Total energy: -996.47075 hartree
E_LUMO: 0.0254 hartree
HOMO level: -0.3062 hartree
SMILES: CCOC(=O)c1c(C)c(C(=O)NCCCOC)c(C)n1C
Relative energy (zero: lowest compared OMol25 entry of this formula, charge and spin): 0.683 eV
Frontier orbital gap: 9.02 eV

CARTESIAN COORDINATES (ANGSTROEM)
O  1.600  -2.561  -0.418
C  1.611  2.008  -0.008
H  3.610  1.817  2.518
C  0.175  5.191  -1.027
C  -4.592  -4.174  0.552
H  4.420  -0.674  1.073
H  -0.690  -3.778  1.438
C  2.469  0.076  0.689
H  -0.129  1.948  -2.179
C  -1.142  -2.999  -0.520
H  -1.938  4.956  -1.337
C  3.392  -0.848  1.389
C  -1.573  -3.583  0.829
H  -2.569  -5.334  1.620
H  -2.015  -2.895  -1.171
H  -1.256  6.444  -2.012
C  3.670  2.070  1.457
C  -2.336  -4.897  0.637
H  1.055  5.602  -1.535
H  0.090  5.684  -0.051
C  -1.083  5.384  -1.853
H  -1.714  -5.600  0.079
H  -2.198  -2.861  1.360
H  -0.421  -3.669  -0.993
C  0.802  0.996  -0.525
H  -0.540  0.236  -1.993
H  -0.978  4.893  -2.817
H  -4.414  -3.114  0.764
C  -0.347  1.164  -1.459
O  0.367  3.793  -0.823
N  -0.494  -1.717  -0.382
C  1.487  3.446  -0.162
H  3.342  -0.708  2.470
H  3.122  -1.871  1.143
H  -1.062  -0.931  -0.113
C  0.858  -1.601  -0.305
C  1.340  -0.226  -0.068
N  2.616  1.414  0.731
O  2.271  4.282  0.245
H  4.641  1.751  1.076
H  -5.455  -4.263  -0.106
O  -3.516  -4.772  -0.124
H  3.573  3.146  1.334
H  -4.802  -4.691  1.497
H  -1.247  1.464  -0.921

Cartesian forces, eV/Å:
0.2 -0.3 0.0
-0.5 -0.4 -0.3
0.0 0.0 0.0
0.0 0.6 0.0
0.0 0.0 0.0
0.1 0.0 0.0
0.0 0.0 0.1
-0.2 -0.2 -0.1
-0.1 0.0 0.0
-0.1 -0.2 0.2
-0.1 0.0 0.0
0.0 0.0 0.1
-0.2 -0.2 -0.4
0.0 0.0 -0.1
0.1 0.0 0.0
0.0 0.1 0.0
0.5 0.3 0.4
0.2 0.1 0.2
-0.1 0.0 0.1
0.1 -0.1 -0.2
0.3 -0.3 0.2
0.0 0.0 0.1
0.0 0.0 0.1
-0.1 0.0 0.0
0.2 0.3 0.2
-0.1 0.0 0.0
0.0 0.0 -0.1
0.0 0.0 0.0
0.0 0.1 -0.2
-0.1 -0.3 0.0
-0.2 0.0 0.0
0.2 0.5 0.1
0.1 0.0 0.1
0.0 0.0 0.0
0.1 0.0 0.0
-0.2 0.3 0.0
0.4 0.3 0.1
-0.2 -0.2 -0.2
-0.2 -0.1 -0.1
0.0 0.0 0.0
0.0 0.0 0.1
0.0 0.0 -0.2
0.0 -0.2 0.0
0.0 0.0 0.0
-0.1 0.0 0.0

This record from the Open Molecules 2025 dataset describes a molecular structure, C29H24F6N5O3Ti at a distorted geometry. The level of theory is wB97M-V/def2-TZVPD.

Output
Net charge: -1
Multiplicity: 3
Maximum force: 0.041 hartree/bohr
Total energy: -3067.96325 hartree
E_LUMO (spin up / spin down): 0.0939 / 0.0938 hartree
HOMO level (spin up / spin down): -0.0571 / -0.1363 hartree
⟨S²⟩: 2.02
Relative energy (zero: lowest compared OMol25 entry of this formula, charge and spin): 0.000 eV
Frontier orbital gap (spin up / spin down): 4.11 / 6.26 eV

CARTESIAN COORDINATES (ANGSTROEM)
C  1.272  2.530  -0.615
C  -5.156  0.451  -1.046
C  0.270  0.089  -4.407
H  -3.167  -3.054  -3.319
C  -1.941  -2.067  -1.890
H  4.168  4.858  -1.991
H  2.980  -0.235  -0.766
H  -0.321  -0.742  -4.798
C  2.784  0.830  -0.828
C  -0.894  -3.616  1.140
H  1.435  -4.623  2.277
C  -3.119  -2.254  -2.591
N  -1.803  -1.100  -0.976
C  2.796  0.159  3.153
Ti  0.046  -0.392  -0.286
N  0.890  -0.015  1.702
C  -0.859  1.568  1.766
H  -1.066  -2.680  -2.043
C  3.504  3.053  -1.300
C  0.559  -3.447  0.648
O  0.780  -0.857  -2.269
O  0.704  -2.236  0.028
H  0.248  2.812  -0.402
H  2.737  1.698  4.682
N  1.544  1.227  -0.554
H  -5.134  -1.566  -2.890
H  -3.659  2.293  1.356
C  -4.095  -0.411  -1.397
C  2.128  -0.416  2.101
H  4.768  1.298  -1.465
C  -3.722  1.564  0.574
C  0.380  2.909  3.909
H  -1.212  4.326  3.706
H  -2.250  3.226  1.814
C  -2.848  -0.261  -0.743
C  0.352  1.088  2.313
H  0.855  3.426  4.734
C  0.990  1.752  3.393
F  0.654  -5.787  0.050
F  -1.294  -2.522  1.790
C  3.787  1.687  -1.231
C  2.230  1.228  3.850
H  3.770  -0.234  3.421
H  -6.114  0.337  -1.537
C  -2.620  0.779  0.208
H  -0.127  1.020  -4.803
C  0.175  0.063  -2.915
C  0.917  -4.534  -0.388
H  -5.784  2.020  0.244
N  -1.329  0.792  0.690
C  -1.397  2.761  2.269
F  -1.776  -3.856  0.158
H  2.486  -3.396  1.553
C  -4.958  1.388  -0.061
C  1.469  -3.614  1.860
F  0.278  -4.395  -1.553
H  1.178  -2.900  2.627
H  1.945  4.521  -0.978
O  -0.510  0.894  -2.281
H  1.297  -0.069  -4.732
N  4.489  3.965  -1.655
C  2.222  3.475  -0.960
F  2.235  -4.500  -0.659
F  -1.009  -4.655  1.994
C  -0.777  3.404  3.338
C  -4.201  -1.437  -2.355
H  2.557  -1.219  1.524
H  5.263  3.601  -2.187

Cartesian forces, eV/Å:
0.1 0.1 0.0
-0.2 0.2 0.2
-0.1 0.0 -0.3
-0.1 0.0 0.0
0.5 1.0 1.1
0.0 0.0 0.0
-0.1 0.0 0.0
0.0 0.0 0.0
0.3 0.0 -0.2
0.1 -0.3 0.1
0.0 0.1 -0.1
-0.7 -0.1 -0.5
-1.3 -0.9 -1.4
0.2 -0.2 -0.1
1.0 0.7 0.7
0.1 -0.4 -0.3
-0.4 0.1 -0.3
0.0 0.0 -0.1
0.2 0.1 -0.1
0.0 1.0 -0.4
0.0 0.3 -0.8
0.0 -1.0 0.4
0.0 0.0 0.0
0.0 0.0 0.0
0.1 -0.1 -0.2
0.0 0.0 0.0
0.0 0.0 0.1
0.3 0.0 0.1
-0.2 0.1 0.1
0.0 0.0 0.0
0.3 -0.5 -0.3
0.0 0.1 0.0
0.0 0.0 0.1
0.0 0.1 0.0
-0.2 -0.5 -0.5
0.0 0.1 0.0
0.0 0.0 0.0
-0.1 -0.1 -0.2
-0.1 -0.1 0.1
-0.1 0.0 0.0
-0.2 0.1 0.2
-0.1 0.1 0.1
0.0 0.0 0.0
0.0 0.0 0.0
0.8 0.5 1.2
0.0 0.0 0.0
0.3 -0.4 1.1
0.1 -0.1 0.1
0.0 0.0 0.0
-0.7 0.4 0.1
0.2 -0.1 0.1
-0.1 0.0 -0.1
0.1 0.0 0.0
-0.2 -0.3 -0.3
0.1 -0.2 0.3
0.0 0.0 -0.1
0.0 0.0 0.0
0.1 0.0 0.0
-0.2 0.2 -0.2
0.0 0.0 0.0
0.1 0.1 0.0
-0.2 -0.2 0.1
0.0 0.0 0.0
-0.1 -0.1 0.2
0.0 0.1 0.0
0.4 -0.1 0.1
0.1 -0.1 0.0
-0.1 0.0 0.0

This record from the Open Molecules 2025 dataset describes a molecular structure, CH2F3O4SSn at a distorted geometry. The level of theory is wB97M-V/def2-TZVPD.

Output
Net charge: +1
Maximum force: 0.061 hartree/bohr
Total energy: -1251.78015 hartree
E_LUMO: -0.3480 hartree
HOMO level: -0.4196 hartree
Relative energy (zero: lowest compared OMol25 entry of this formula, charge and spin): 4.844 eV
Frontier orbital gap: 1.95 eV

CARTESIAN COORDINATES (ANGSTROEM)
H  -4.206  -3.695  -5.334
Sn  -2.920  1.838  -3.770
S  2.130  0.367  1.931
C  2.018  1.638  3.425
O  -4.276  -2.896  -5.856
F  1.193  1.111  4.447
F  3.225  1.727  3.906
F  1.475  2.760  2.893
H  -5.074  -3.015  -6.371
O  1.111  0.823  0.947
O  1.854  -0.990  2.433
O  3.471  0.332  1.349

Cartesian forces, eV/Å:
0.1 -0.3 0.1
0.1 -0.1 0.1
-0.8 -1.3 -1.1
-1.9 -2.0 -0.2
0.2 0.4 0.1
1.5 1.4 -2.4
-0.1 1.0 0.0
1.1 -1.1 1.4
-0.2 0.0 -0.2
1.0 -0.3 1.4
-0.3 1.4 0.1
-0.6 1.0 0.7

This record from the Open Molecules 2025 dataset describes 2 unconnected molecules or ions with the total composition C6H10BrN2 at a distorted geometry. The level of theory is wB97M-V/def2-TZVPD.

Output
Net charge: +1
Multiplicity: 3
Maximum force: 0.146 hartree/bohr
Total energy: -2917.62286 hartree
E_LUMO (spin up / spin down): -0.1009 / -0.2928 hartree
HOMO level (spin up / spin down): -0.3322 / -0.4637 hartree
⟨S²⟩: 2.01
Relative energy (zero: lowest compared OMol25 entry of this formula, charge and spin): 3.501 eV
Frontier orbital gap (spin up / spin down): 6.30 / 4.65 eV

CARTESIAN COORDINATES (ANGSTROEM)
C  0.153  -1.483  1.085
C  -0.405  2.429  -0.158
N  -1.327  -2.337  -0.302
C  -0.759  -1.294  -0.948
H  -1.983  -3.022  -0.420
N  0.815  1.743  0.283
C  1.083  0.386  -0.427
H  -0.843  -1.022  -2.018
H  0.836  1.680  1.270
H  -0.309  3.535  -0.013
H  -1.425  2.064  0.161
H  1.135  0.918  -1.841
C  0.162  -0.733  -0.113
H  1.638  2.225  0.193
Br  2.902  -0.128  0.142
H  -0.511  2.283  -1.200
H  0.760  -1.354  2.014
C  -0.739  -2.490  0.881
H  -1.183  -3.398  1.412

Cartesian forces, eV/Å:
1.1 -0.8 2.5
-1.5 1.8 -0.2
2.1 1.8 -0.5
-1.0 -0.2 -3.0
-2.3 -1.4 -2.1
-2.7 -3.0 -0.3
-4.7 3.4 -4.8
-0.6 -0.4 1.0
-0.6 -0.9 1.8
-0.1 -1.0 0.3
1.7 0.0 0.8
-0.6 -1.8 3.8
1.4 2.1 0.2
2.6 2.3 -1.4
4.6 -1.8 1.6
0.4 0.0 -1.3
-0.6 0.0 -1.1
-0.6 -1.8 2.7
1.4 1.7 0.1